Record 1
C10H7Cl3CoN3O3S as an isolated structure. Source: the OMol25 dataset; level of theory: ωB97M-V/def2-TZVPD.

Geometry as XYZ:
```
28
Properties=species:S:1:pos:R:3:mulliken_spin:R:1
Co 0.093 -0.463 0.043 1.050
N 3.666 1.812 0.685 0.000
C 2.411 1.248 0.516 -0.002
S 2.322 -0.378 -0.044 -0.031
N 1.405 2.016 0.781 0.010
N 0.183 1.343 0.580 -0.017
C -0.837 2.084 0.817 -0.002
C -2.221 1.713 0.648 0.007
C -3.191 2.630 1.080 -0.001
C -4.537 2.400 0.899 0.003
C -4.918 1.219 0.242 -0.002
C -3.989 0.310 -0.202 0.001
C -2.598 0.518 0.000 -0.013
O -1.753 -0.359 -0.426 0.002
H 4.410 1.388 0.161 0.000
H 3.660 2.820 0.690 0.000
H -0.625 3.096 1.153 -0.002
H -2.859 3.540 1.569 0.000
H -5.276 3.109 1.246 0.000
H -5.970 1.012 0.079 0.000
H -4.281 -0.603 -0.706 0.000
Cl -0.324 -4.464 3.014 0.000
C -0.161 -4.211 1.271 -0.002
Cl -1.566 -4.940 0.450 0.000
Cl 1.329 -5.010 0.711 0.001
C -0.097 -2.703 0.902 -0.017
O -0.195 -1.840 1.778 0.025
O 0.059 -2.446 -0.323 -0.011
```

* HOMO level (spin up / spin down): -0.1662 / -0.1689 hartree
* 2S+1: 2
* LUMO (spin up / spin down): 2.9 / 2.9 eV
* charge: -1
* Kohn-Sham gap (spin up / spin down): 7.4 / 7.5 eV

Record 2
C7H15F6KN2O10S3 as an isolated structure in a non-equilibrium geometry. Source: the OMol25 dataset; level of theory: ωB97M-V/def2-TZVPD.

Geometry as XYZ:
```
44
Properties=species:S:1:pos:R:3:lowdin_charge:R:1
K 23.471 -3.610 1.343 0.857
C 23.617 -1.758 -2.633 -0.652
F 22.600 -2.609 -2.419 0.122
F 24.552 -2.380 -3.342 0.148
F 23.163 -0.705 -3.323 0.139
S 24.249 -1.143 -0.996 0.598
O 24.895 0.103 -1.192 -0.252
O 23.036 -1.080 -0.210 -0.327
N 25.252 -2.369 -0.507 -0.351
S 26.768 -1.840 -0.699 0.572
O 27.117 -1.645 -2.070 -0.263
O 27.186 -0.884 0.268 -0.261
C 27.684 -3.351 -0.227 -0.675
F 27.445 -3.682 1.060 0.117
F 27.310 -4.400 -0.980 0.123
F 28.972 -3.159 -0.386 0.171
C 24.855 -6.245 -1.275 -0.141
O 24.352 -4.951 -0.988 -0.204
H 25.463 -6.638 -0.447 0.071
H 23.996 -6.895 -1.412 0.075
H 25.511 -6.230 -2.148 0.085
H 25.035 -4.264 -0.896 0.000
O 25.319 -6.963 2.275 -0.240
S 23.957 -7.058 2.671 0.544
O 22.946 -6.189 2.119 -0.360
O 23.477 -8.538 2.468 -0.251
C 22.442 -8.805 1.450 -0.230
C 22.449 -10.270 1.212 -0.068
C 23.890 -6.950 4.414 -0.107
H 22.713 -8.269 0.540 0.114
H 21.491 -8.425 1.816 0.124
H 21.921 -10.494 0.283 0.090
H 21.906 -10.801 1.995 0.084
H 23.467 -10.637 1.133 0.089
H 24.021 -5.898 4.643 0.068
H 24.653 -7.616 4.801 0.082
H 22.916 -7.312 4.734 0.079
C 24.761 -1.684 5.142 0.068
N 24.933 -2.152 3.745 -0.451
O 24.607 -1.389 2.866 0.069
O 25.291 -3.289 3.566 0.031
H 23.991 -2.315 5.583 0.104
H 24.452 -0.652 5.110 0.102
H 25.686 -1.890 5.672 0.107
```

* HOMO level: -0.3526 hartree
* 2S+1: 1
* LUMO: -0.7 eV
* Kohn-Sham gap: 8.8 eV

Record 3
An isolated ion of composition C6H9F2N2 and charge +1 in a non-equilibrium geometry. Source: the OMol25 dataset; level of theory: ωB97M-V/def2-TZVPD.

Geometry as XYZ:
```
19
Properties=species:S:1:pos:R:3:mulliken_spin:R:1
C -0.623 -0.678 -0.221 0.388
C -1.745 0.121 -0.207 0.534
C 0.702 -0.345 0.087 0.293
C 3.135 -0.302 0.273 0.085
C -3.059 -0.383 -0.482 0.048
C -1.720 1.554 0.099 0.027
N 1.674 -1.152 -0.154 0.392
N 4.227 -0.908 0.545 0.089
F 0.900 0.781 0.882 0.007
F 3.035 0.922 -0.122 0.005
H -0.816 -1.658 -0.730 -0.009
H -3.352 0.224 -1.333 0.054
H -3.778 -0.279 0.224 0.031
H -3.009 -1.338 -0.870 -0.009
H -2.685 1.738 0.433 0.012
H -1.393 2.199 -0.685 0.042
H -1.014 1.746 0.837 0.019
H 4.396 -1.917 0.548 -0.003
H 5.128 -0.324 0.878 -0.004
```

* HOMO level (spin up / spin down): -0.3642 / -0.5711 hartree
* 2S+1: 3
* LUMO (spin up / spin down): -4.6 / -7.0 eV
* charge: +1
* Kohn-Sham gap (spin up / spin down): 5.4 / 8.6 eV